Run 1
# C5H12O2

A cluster of 3 separate species, C5H12O2 in total (wB97M-V/def2-TZVPD, the OMol25 dataset).

Summary:
Spin multiplicity: 1
SMILES: CCC=O.C=C.O
E_HOMO: -10.21 eV
Frontier orbital gap: 10.973 eV

Structure (XYZ):
```
19
C5H12O2, DFT wB97M-V/def2-TZVPD
C 2.9205 -0.5156 0.6772
C 1.7854 0.1986 -0.0650
C 0.4977 0.0968 0.7030
O -0.1013 1.0516 1.1545
H 3.8450 -0.4773 0.0945
H 3.1099 -0.0428 1.6459
H 2.6787 -1.5691 0.8563
H 1.6297 -0.2760 -1.0442
H 2.0116 1.2571 -0.2250
H 0.0978 -0.9251 0.8600
C -1.4599 0.4011 -1.9092
C -2.5656 0.4851 -1.1763
H -1.3267 -0.3720 -2.6623
H -0.6484 1.1166 -1.7881
H -3.3926 -0.2107 -1.3077
H -2.6929 1.2653 -0.4294
O -2.2163 -0.7211 1.8571
H -1.6816 0.0895 1.8170
H -2.4911 -0.8519 0.9417
```

Run 2
# C5H12O2

A structure of composition C5H12O2 (wB97M-V/def2-TZVPD, the OMol25 dataset).

Summary:
Spin multiplicity: 1
E_HOMO: -9.29 eV
Frontier orbital gap: 10.212 eV

Structure (XYZ):
```
19
C5H12O2, DFT wB97M-V/def2-TZVPD
C 0.2357 0.5501 -2.9182
C -0.4197 0.8584 -1.5915
O -0.6674 -0.3613 -0.9436
C -0.6353 0.1005 1.4045
C -0.3386 -0.5924 2.6958
O 1.0733 -0.5841 2.5789
C 1.0791 -0.7916 1.2004
H -0.3935 -0.1678 -3.4540
H 1.2077 0.0732 -2.7427
H 0.3767 1.4476 -3.5217
H -1.3902 1.3502 -1.7229
H 0.2071 1.5394 -0.9859
H -0.3707 1.1595 1.3293
H -1.7101 0.0296 1.0966
H -0.6850 -0.1327 3.6189
H -0.7278 -1.6250 2.5983
H 0.0794 -0.5339 -0.3578
H 1.0249 -1.8752 0.9403
H 2.0544 -0.4447 0.7753
```

Which is the most stable structure? run 1 is the most stable.

Run 1
# C5H12O2

A cluster of 2 separate species, C5H12O2 in total (wB97M-V/def2-TZVPD, the OMol25 dataset).

Summary:
Spin multiplicity: 1
SMILES: C=C(C)CO.CO
E_HOMO: -9.11 eV
Frontier orbital gap: 9.904 eV

Structure (XYZ):
```
19
C5H12O2, DFT wB97M-V/def2-TZVPD
C 0.5348 -0.7389 1.0278
C 1.1305 -0.0782 0.0324
C 1.8745 1.2103 0.2545
C 1.2024 -0.7171 -1.3471
O 0.2089 -1.6830 -1.5906
H 0.3769 -0.2979 2.0092
H 0.0856 -1.7117 0.8546
H 1.7841 1.9263 -0.5709
H 2.9368 0.9669 0.3598
H 1.5569 1.7062 1.1781
H 1.2103 0.0591 -2.1343
H 2.1635 -1.2398 -1.4148
H -0.6492 -1.3015 -1.3343
C -2.7595 0.3322 0.5625
O -1.5993 -0.1645 -0.0479
H -2.5641 1.0456 1.3724
H -3.3923 0.8016 -0.1936
H -3.3010 -0.5169 0.9943
H -0.7999 0.4011 -0.0121
```

Run 2
# C5H12O2

A cluster of 2 separate species, C5H12O2 in total (wB97M-V/def2-TZVPD, the OMol25 dataset).

Summary:
Spin multiplicity: 1
SMILES: CC/C=C/CO.O
E_HOMO: -9.22 eV
Frontier orbital gap: 9.864 eV

Structure (XYZ):
```
19
C5H12O2, DFT wB97M-V/def2-TZVPD
C -2.6815 -2.0339 -0.5624
C -1.7630 -1.2624 -1.5180
C -0.4881 -0.7730 -0.9277
C 0.1175 0.2785 -1.4751
C 1.5360 0.6479 -1.1233
O 1.5398 0.7158 0.3284
H -3.3373 -2.7842 -1.0005
H -3.1514 -1.3353 0.1455
H -2.0845 -2.5850 0.1863
H -2.3859 -0.4378 -1.8578
H -1.7054 -1.8754 -2.4274
H -0.0011 -1.4829 -0.2642
H -0.2621 0.7792 -2.3735
H 1.8674 1.6069 -1.5299
H 2.2621 -0.1184 -1.4232
H 2.4424 0.8511 0.6162
O 2.4244 3.1144 5.2808
H 2.9069 2.6874 4.5706
H 2.7636 4.0070 5.3552
```

Run 3
# C5H12O2

An isolated molecule of C5H12O2 (wB97M-V/def2-TZVPD, the OMol25 dataset).

Summary:
Spin multiplicity: 1
E_HOMO: -6.92 eV
Frontier orbital gap: 7.767 eV

Structure (XYZ):
```
19
C5H12O2, DFT wB97M-V/def2-TZVPD
C -0.3111 1.7706 1.1181
O -0.1300 0.3973 0.8128
C 0.8750 0.1451 -0.4110
C 1.2617 -0.2552 1.5745
C 0.3217 -1.0080 -1.2076
C -1.1101 -0.9246 -1.7449
O -2.0865 -1.0589 -0.7288
H 0.6593 2.2724 1.2245
H -0.8764 1.8470 2.0512
H -0.8711 2.2386 0.3010
H 0.8066 1.0856 -0.9799
H 1.2473 -1.3231 1.3790
H 0.8521 -0.0451 2.5781
H 2.2576 0.1637 1.4739
H 0.4057 -1.9512 -0.6441
H 1.0130 -1.1023 -2.0583
H -1.2419 0.0177 -2.3058
H -1.2898 -1.7477 -2.4480
H -1.7830 -0.5220 0.0150
```

Run 4
# C5H12O2

A structure of composition C5H12O2 (wB97M-V/def2-TZVPD, the OMol25 dataset).

Summary:
Spin multiplicity: 1
E_HOMO: -7.46 eV
Frontier orbital gap: 8.390 eV

Structure (XYZ):
```
19
C5H12O2, DFT wB97M-V/def2-TZVPD
C 2.3092 -0.0241 0.7696
C 0.9716 0.7238 0.6945
C -0.1809 -0.2097 0.4039
O -0.5738 -0.9879 1.5457
C -1.3605 0.0722 -0.3526
C -1.4035 0.9475 -1.5698
O -1.2767 -1.6378 -1.1310
H 2.2464 -0.8841 1.4490
H 2.5844 -0.4160 -0.2148
H 3.1204 0.6183 1.1297
H 0.7840 1.2168 1.6643
H 1.0388 1.5291 -0.0463
H -0.2373 -1.2216 -0.6406
H 0.1495 -0.9779 2.1811
H -2.3239 -0.0861 0.1348
H -0.4442 0.9778 -2.0940
H -2.1583 0.5634 -2.2606
H -1.6877 1.9709 -1.2949
H -1.5575 -2.1744 -0.3680
```

Which is the most stable structure? run 2 is the most stable.

Run 1
# C5H12O2

A cluster of 3 separate species, C5H12O2 in total (wB97M-V/def2-TZVPD, the OMol25 dataset).

Summary:
Spin multiplicity: 1
SMILES: C=CCC=C.O.O
E_HOMO: -9.60 eV
Frontier orbital gap: 10.125 eV

Structure (XYZ):
```
19
C5H12O2, DFT wB97M-V/def2-TZVPD
C -1.5024 0.0690 -0.1397
C -1.4306 0.0492 1.1838
C -2.0324 -1.0978 2.0161
C -2.0265 -2.4582 1.3790
C -1.0472 -3.3511 1.4557
H -1.2273 0.9677 -0.6988
H -1.8893 -0.7368 -0.7632
H -1.0175 0.8519 1.7920
H -1.5286 -1.1416 2.9707
H -3.0809 -0.8173 2.1569
H -2.9156 -2.7639 0.8418
H -1.2097 -4.3230 1.0036
H -0.1005 -3.1718 1.9174
O 2.5537 2.1685 -5.1063
H 2.9524 1.4407 -4.6159
H 1.7978 1.7986 -5.5725
O 3.5520 3.2043 0.6344
H 3.1781 2.5578 0.0091
H 3.7955 2.6970 1.4124
```

Run 2
# C5H12O2

An isolated molecule of C5H12O2 (wB97M-V/def2-TZVPD, the OMol25 dataset).

Summary:
Spin multiplicity: 1
SMILES: CO[C@@H](C)CCO
E_HOMO: -9.88 eV
Frontier orbital gap: 10.851 eV

Structure (XYZ):
```
19
C5H12O2, DFT wB97M-V/def2-TZVPD
C -1.7108 -0.3581 1.4916
O -0.4177 -0.3908 0.9178
C -0.2243 0.3999 -0.2561
C -0.4166 1.8873 0.0213
C 1.1908 0.1091 -0.7472
C 1.4411 -1.3492 -1.1246
O 1.4997 -2.2070 -0.0095
H -2.4006 0.2693 0.9164
H -1.6491 0.0389 2.5108
H -2.1212 -1.3734 1.5306
H -0.9474 0.0726 -1.0241
H 0.2588 2.2069 0.8220
H -1.4428 2.1267 0.3177
H -0.1901 2.4690 -0.8789
H 1.8992 0.3963 0.0408
H 1.3877 0.7492 -1.6171
H 0.6687 -1.6746 -1.8449
H 2.4076 -1.4314 -1.6348
H 0.7670 -1.9408 0.5682
```

Which is the most stable structure? run 2 is the most stable.